1.
18
Properties=species:S:1:pos:R:3:lowdin_charge:R:1 method="wB97M-V/def2-TZVPD" relative_energy_ev=3.476 charge=0 molar_mass_da=194.168 e_homo_ev=-9.47
C -1.9129 0.6056 -0.2937 0.005
C -1.8659 -0.1166 -1.4869 -0.045
C -0.8569 0.1053 0.4971 -0.071
C -0.3333 -0.9457 -0.1997 -0.280
N 3.3236 0.0104 0.3651 -0.131
N 0.6647 -1.8472 0.2144 -0.410
O 1.2357 -1.6476 1.2840 0.043
O 0.8861 -2.7763 -0.4936 0.151
O 2.4553 0.9588 -1.8906 -0.418
O 1.3169 1.7417 0.1156 -0.364
O -0.9915 -1.0857 -1.3979 0.124
S 2.0174 0.3747 -0.6524 0.866
H -2.3353 1.4882 -0.1297 0.074
H -2.4875 -0.0940 -2.2826 0.107
H 0.2306 1.4249 0.3823 0.111
H -0.5506 0.5087 1.5338 0.181
H 3.1253 -0.7162 1.0369 0.031
H 3.8709 0.5864 0.9045 0.025

=====

2.
18
Properties=species:S:1:pos:R:3:lowdin_charge:R:1 method="wB97M-V/def2-TZVPD" relative_energy_ev=0.383 charge=0 smiles=O.O.O.O.O.O molar_mass_da=108.090 e_homo_ev=-11.37
O -1.8474 -1.5218 1.4014 -0.125
H -1.4242 -2.0360 2.1425 0.077
H -1.4239 -1.8855 0.5279 0.043
O 0.8263 -0.9376 -2.3881 -0.083
H 1.2301 -0.1133 -2.0162 0.014
H 1.5415 -1.5958 -2.5559 0.081
O -0.8554 0.9412 2.1937 -0.083
H -1.6219 1.4599 2.4582 0.058
H -1.2469 0.0508 1.9087 0.034
O 1.8255 1.3531 -1.2799 -0.102
H 1.4551 1.6731 -0.4157 0.013
H 1.8943 2.1963 -1.8323 0.098
O 1.0094 2.5318 1.0801 -0.111
H 1.6555 2.3687 1.8153 0.077
H 0.2778 1.9408 1.4533 0.014
O -0.9829 -2.3687 -1.0590 -0.090
H -1.8441 -2.1837 -1.5364 0.095
H -0.2978 -1.8583 -1.5356 -0.010

=====

3.
32
Properties=species:S:1:pos:R:3:lowdin_charge:R:1 method="wB97M-V/def2-TZVPD" charge=0 molar_mass_da=451.732 e_homo_ev="-7.47 / -7.82" s_squared=0.755 spin_multiplicity=2
Ti 11.6906 8.0044 7.4961 -0.010
S 13.4382 7.5041 6.1799 0.534
C 14.0528 9.1345 6.4628 -0.623
C 15.4492 9.2836 6.2364 -0.152
C 16.1296 10.3533 6.7184 -0.097
C 15.4512 11.4209 7.3973 -0.074
C 14.0868 11.3152 7.5828 -0.148
C 13.3560 10.2242 7.1046 -0.640
S 11.5551 10.3018 7.3452 0.541
H 16.0147 8.4548 5.8392 0.095
H 17.2129 10.4163 6.5142 0.108
H 16.0295 12.2619 7.7544 0.096
H 13.5974 12.0441 8.2451 0.106
C 5.4739 7.4340 7.2621 -0.111
C 6.8941 7.1446 7.7980 -0.227
C 8.0483 7.1853 6.8655 -0.477
N 9.2721 7.0153 7.3351 0.007
N 10.2568 7.0914 6.3761 -0.322
C 9.8110 7.2075 5.1302 -0.789
N 10.6277 7.2809 4.1022 0.126
S 8.1091 7.3348 5.0497 1.112
H 4.8190 7.5399 8.1246 0.070
H 5.0633 6.5705 6.7057 0.076
H 5.3573 8.3095 6.5759 0.087
H 6.9969 6.2079 8.3939 0.136
H 7.0553 7.9909 8.5175 0.133
H 11.6618 7.3747 4.2481 0.090
H 10.1853 7.4148 3.1961 0.122
Cl 13.6569 4.2173 5.9808 0.066
Si 11.7678 4.8755 6.6885 0.084
Cl 10.6589 4.1071 5.0101 0.087
Cl 12.1475 7.5783 9.6210 -0.006

=====

4.
136
Properties=species:S:1:pos:R:3:lowdin_charge:R:1 method="wB97M-V/def2-TZVPD" charge=+1 molar_mass_da=1010.328 e_homo_ev=-12.05
C 1.8627 -2.1588 0.5878 -0.128
C 0.3800 -2.1827 0.9527 -0.412
P -0.4211 -0.5040 0.9006 0.932
C 0.9160 0.6803 1.3554 -0.471
C 0.3640 1.8926 2.0857 -0.151
P -0.7173 -0.2222 -1.2438 0.291
N -2.3180 -0.4718 -1.5372 -0.079
Cl -0.2726 1.7072 -1.6662 0.464
O 0.1417 -1.2544 -2.0492 -0.298
C 0.5592 -0.9635 -3.4364 -0.163
C 2.0200 -1.3332 -3.6164 -0.186
N 2.8818 -0.1617 -3.8229 -0.039
C 3.2359 0.4248 -2.5187 -0.188
C 3.8615 1.8222 -2.6438 -0.413
C 3.2478 2.6468 -3.7662 -0.038
O 3.7449 2.5094 -1.4062 -0.039
H 2.4643 -1.9254 1.4571 0.072
H 2.1877 -3.1198 0.2140 0.083
H 2.0812 -1.4143 -0.1642 0.036
H 0.2087 -2.6134 1.9284 0.036
H -0.1199 -2.7588 0.1867 0.068
H 1.5646 0.1569 2.0470 0.061
H 1.5440 0.9578 0.5176 0.044
H -0.2106 1.5709 2.9400 0.069
H 1.2001 2.4679 2.4574 0.074
H -0.2263 2.5309 1.4441 0.057
H -2.5589 -0.1966 -2.4890 0.056
H -2.8661 0.0574 -0.8620 0.070
H -0.0303 -1.6082 -4.0684 0.106
H 0.3541 0.0570 -3.7315 0.094
H 2.1255 -2.0517 -4.4118 0.125
H 2.3262 -1.8596 -2.7113 0.115
H 3.7599 -0.5381 -4.1653 0.123
H 2.3622 0.4855 -1.8814 0.068
H 3.9510 -0.2123 -2.0021 0.128
H 4.9137 1.6742 -2.8344 0.140
H 3.8116 2.5626 -4.6810 0.079
H 2.2373 2.3351 -3.9888 0.058
H 3.2466 3.6766 -3.4456 0.081
H 2.8227 2.4442 -1.1154 0.065
C -1.0833 -6.7031 3.7097 -0.027
O -0.5992 -5.4307 3.2627 -0.012
C -0.5866 -4.4883 4.2089 -0.626
O -0.9386 -4.6259 5.3471 0.152
O -0.1380 -3.3578 3.6576 -0.063
C -0.0978 -2.2436 4.5574 -0.011
H -1.0397 -7.3670 2.8518 0.095
H -0.4528 -7.0955 4.5039 0.102
H -2.1119 -6.6229 4.0550 0.100
H 0.5831 -2.4357 5.3834 0.105
H -1.0939 -2.0130 4.9286 0.098
H 0.2742 -1.3998 3.9816 0.078
C -2.8913 -3.4726 1.7287 -0.027
O -4.0915 -2.7041 1.6330 0.010
C -4.2277 -1.8027 2.6068 -0.619
O -3.4408 -1.6036 3.4960 0.121
O -5.3760 -1.1571 2.4160 -0.011
C -5.6539 -0.1545 3.4059 -0.022
H -2.8840 -4.1594 0.8876 0.106
H -2.0170 -2.8266 1.6729 0.045
H -2.8736 -4.0427 2.6541 0.097
H -4.8818 0.6120 3.4013 0.101
H -5.7304 -0.6043 4.3927 0.104
H -6.6064 0.2931 3.1416 0.087
C 4.8160 0.9097 2.8400 -0.026
O 5.0457 1.1326 4.2280 -0.011
C 4.0510 0.6662 4.9780 -0.620
O 3.0652 0.1393 4.5235 0.100
O 4.3250 0.9061 6.2552 0.002
C 3.3237 0.4473 7.1726 -0.017
H 5.6527 1.3193 2.2805 0.098
H 4.7399 -0.1580 2.6379 0.098
H 3.8999 1.4181 2.5425 0.086
H 3.2149 -0.6334 7.1117 0.099
H 2.3717 0.9355 6.9763 0.098
H 3.6715 0.7190 8.1638 0.100
C -4.3985 1.3783 -8.5578 -0.020
O -4.2929 1.0287 -7.1685 -0.005
C -3.6575 -0.1126 -6.9316 -0.643
O -3.1861 -0.8525 -7.7503 0.141
O -3.6150 -0.2952 -5.6021 -0.003
C -2.9410 -1.4868 -5.2086 -0.044
H -4.9350 2.3206 -8.5942 0.100
H -3.4106 1.5049 -8.9941 0.101
H -4.9555 0.6237 -9.1081 0.094
H -1.9022 -1.4670 -5.5373 0.088
H -3.4384 -2.3711 -5.6001 0.107
H -2.9790 -1.5188 -4.1217 0.071
C 7.3970 0.3482 5.9549 -0.036
O 8.7652 0.7677 5.8987 0.008
C 9.3181 0.9874 7.0918 -0.624
O 8.7720 0.8604 8.1558 0.127
O 10.5787 1.3748 6.8999 0.003
C 11.3006 1.6477 8.1045 -0.037
H 7.0644 0.1990 4.9386 0.081
H 7.3162 -0.5939 6.4970 0.106
H 6.7829 1.1068 6.4253 0.089
H 11.3632 0.7564 8.7249 0.098
H 10.8307 2.4569 8.6593 0.098
H 12.2989 1.9484 7.8020 0.094
C -10.9285 -2.5431 -9.3443 -0.033
O -9.5875 -2.0563 -9.4595 0.008
C -8.9878 -1.8190 -8.2969 -0.622
O -9.4658 -1.9755 -7.2048 0.127
O -7.7532 -1.3734 -8.5492 0.011
C -6.9928 -1.0748 -7.3803 -0.027
H -11.2884 -2.6907 -10.3575 0.094
H -10.9481 -3.4907 -8.8108 0.098
H -11.5586 -1.8153 -8.8379 0.098
H -6.8609 -1.9658 -6.7681 0.104
H -7.4694 -0.2872 -6.7994 0.110
H -6.0276 -0.7298 -7.7226 0.060
C 8.5466 4.1644 3.2257 -0.031
O 8.7218 4.9843 2.0649 0.011
C 8.0626 4.5680 0.9883 -0.625
O 7.3543 3.5950 0.9260 0.108
O 8.3184 5.4103 -0.0108 0.010
C 7.6711 5.0825 -1.2411 -0.039
H 9.1354 4.6211 4.0146 0.096
H 7.5001 4.1391 3.5238 0.095
H 8.9097 3.1551 3.0442 0.098
H 6.5891 5.0957 -1.1226 0.095
H 7.9969 4.1074 -1.5981 0.096
H 7.9663 5.8452 -1.9550 0.094
C -9.5016 3.4944 -1.3892 -0.036
O -8.9594 2.1797 -1.5447 0.005
C -8.6456 1.5761 -0.3998 -0.625
O -8.7713 2.0423 0.7028 0.123
O -8.1614 0.3673 -0.6839 0.009
C -7.7926 -0.3950 0.4690 -0.036
H -9.7090 3.8606 -2.3898 0.094
H -10.4257 3.4635 -0.8165 0.099
H -8.7833 4.1518 -0.9037 0.096
H -8.6589 -0.5713 1.1043 0.107
H -7.0139 0.1125 1.0244 0.064
H -7.4115 -1.3461 0.1113 0.098

=====

5.
106
Properties=species:S:1:pos:R:3:lowdin_charge:R:1 method="wB97M-V/def2-TZVPD" relative_energy_ev=21.821 charge=0 molar_mass_da=808.686 e_homo_ev=-8.47
C -0.0267 0.6449 -0.5505 -0.119
C -0.1730 0.9088 0.9334 -0.135
O -0.9209 -0.2449 1.3297 0.017
C -1.3343 -1.0077 0.2747 -0.500
O -1.9843 -2.0420 0.3745 0.031
O -1.0482 -0.2966 -0.8255 0.008
H 0.9203 0.2178 -0.8804 0.096
H -0.0550 1.6662 -0.9303 0.130
H -0.6906 1.8541 1.0963 0.084
H 0.7560 0.7460 1.4799 0.096
C 2.0460 2.3695 -2.5568 -0.045
O 1.5532 1.1229 -3.0279 0.020
C 2.0964 0.0572 -2.4265 -0.558
O 3.0395 0.0057 -1.6062 0.057
O 1.4093 -1.0237 -2.7762 0.035
C 1.7104 -2.3182 -2.2418 -0.138
H 3.1343 2.3798 -2.6169 0.111
H 1.8111 2.5506 -1.5080 0.037
H 1.6738 3.2193 -3.1289 0.101
H 1.4069 -3.1811 -2.8345 0.093
H 1.2246 -2.5099 -1.2851 -0.001
H 2.7756 -2.4586 -2.0580 0.128
C -1.3226 -3.9904 -0.2223 -0.118
O -0.2729 -4.6377 0.3283 0.029
C 0.9924 -4.6026 -0.2595 -0.440
O 1.2580 -3.8319 -1.1897 -0.055
O 1.8127 -5.3141 0.4707 0.057
C 3.1714 -4.9843 0.2467 -0.028
H -1.0721 -3.2306 -0.9626 0.064
H -1.8201 -3.4520 0.5843 0.075
H -1.9209 -4.7387 -0.7421 0.117
H 3.3568 -3.9174 0.3709 0.098
H 3.4722 -5.2435 -0.7684 0.101
H 3.9248 -5.4898 0.8510 0.098
C -2.8757 0.8728 -0.6462 -0.071
O -3.4260 -0.1272 0.1672 -0.018
C -4.7767 -0.4177 -0.0190 -0.468
O -5.4590 -0.0867 -1.0239 0.097
O -5.1743 -1.0584 1.0704 0.022
C -6.3547 -1.8521 1.1090 -0.033
H -3.5492 1.7043 -0.8535 0.120
H -2.6173 0.2729 -1.5189 0.090
H -1.9914 1.3924 -0.2772 0.087
H -6.7825 -1.9029 2.1102 0.093
H -6.0583 -2.8529 0.7949 0.100
H -7.2183 -1.5732 0.5052 0.094
C 1.2059 -1.6194 0.4321 -0.083
O 1.3258 -1.9810 1.7378 0.046
C 2.3375 -1.5707 2.6138 -0.548
O 3.2500 -0.8996 2.1843 0.050
O 2.1207 -2.0136 3.8042 0.037
C 3.1791 -2.0364 4.8554 0.030
H 0.5006 -2.3970 0.1392 0.104
H 2.1182 -1.6983 -0.1591 0.124
H 0.5880 -0.7253 0.3488 0.058
H 2.7779 -2.3372 5.8232 0.091
H 3.8024 -1.1465 4.9436 0.094
H 3.8756 -2.8115 4.5357 0.092
C -3.1646 -1.6197 -2.2771 -0.050
O -2.5597 -1.9500 -3.4641 0.071
C -1.3353 -2.4245 -3.5383 -0.518
O -0.6243 -2.7168 -2.6126 0.095
O -0.9872 -2.4663 -4.8323 0.036
C 0.3658 -2.5332 -5.1837 -0.051
H -2.6929 -1.9845 -1.3647 0.087
H -4.1362 -2.1136 -2.2744 0.120
H -3.3452 -0.5505 -2.1659 0.072
H 0.7029 -1.5119 -5.3609 0.104
H 0.6367 -3.1177 -6.0629 0.095
H 0.9799 -3.0529 -4.4482 0.074
C -2.6333 2.4024 2.3374 -0.019
O -3.0547 3.0588 1.1555 0.039
C -2.2521 3.2029 0.0912 -0.655
O -1.0653 3.2734 0.1151 0.106
O -3.0506 3.4973 -0.9238 -0.032
C -2.4730 3.8963 -2.1443 -0.011
H -1.5502 2.4394 2.4539 0.067
H -2.8587 1.3379 2.2722 0.095
H -3.2550 2.6483 3.1983 0.116
H -1.6659 3.2531 -2.4947 0.102
H -2.1087 4.9043 -1.9461 0.105
H -3.2570 3.8966 -2.9016 0.106
C 2.7816 5.3919 -0.8082 -0.031
O 3.3920 4.3531 -0.0081 -0.003
C 2.7365 3.1544 0.2000 -0.464
O 1.4945 2.9239 0.0491 -0.006
O 3.6143 2.1124 0.2763 0.060
C 3.2363 0.8414 0.6784 -0.102
H 3.0135 5.2166 -1.8587 0.087
H 3.1335 6.3714 -0.4841 0.094
H 1.6919 5.3766 -0.8304 0.091
H 3.2482 0.7751 1.7663 0.052
H 3.9251 0.1134 0.2498 0.116
H 2.2444 0.5706 0.3164 0.076
C -0.4603 0.9309 3.7337 -0.021
O 0.3839 1.9890 3.3171 -0.035
C 1.5880 1.8211 2.7113 -0.355
O 2.0751 0.6519 2.5770 -0.032
O 2.0875 3.0798 2.3719 -0.035
C 1.4889 4.3461 2.6799 0.002
H -1.1304 0.5868 2.9459 0.070
H -1.0008 1.1436 4.6560 0.115
H 0.2225 0.1414 4.0475 0.110
H 2.1208 5.1686 2.3446 0.104
H 1.2135 4.3539 3.7345 0.103
H 0.5814 4.4549 2.0860 0.093

=====

6.
32
Properties=species:S:1:pos:R:3:lowdin_charge:R:1 method="wB97M-V/def2-TZVPD" relative_energy_ev=4.919 charge=+1 molar_mass_da=180.174 e_homo_ev=-13.36
N -6.7806 -8.8840 27.4609 0.294
H -6.2934 -8.1862 27.9875 0.088
H -6.3806 -9.8495 27.8234 0.187
H -6.6508 -8.7158 26.5292 0.027
H -7.8318 -8.7938 27.5093 0.134
O -8.5760 -8.0894 25.2297 -0.085
H -8.3184 -7.8778 24.3833 -0.028
H -9.2499 -7.2555 25.5521 0.152
O -5.8139 -9.1446 23.5506 -0.115
H -5.3761 -9.3295 24.3781 -0.054
H -6.1122 -8.1053 23.4586 0.124
O -4.8249 -9.7716 26.0243 0.050
H -4.1222 -9.8822 26.5335 0.003
H -5.0851 -10.6137 25.8497 0.040
O -8.5007 -9.3131 30.1460 -0.027
H -9.2256 -9.8431 30.3375 0.004
H -8.9588 -8.5161 30.4677 0.054
O -10.2558 -7.3009 27.7380 -0.068
H -10.7009 -7.9127 28.3023 0.024
H -10.4548 -6.3333 27.9390 0.094
O -4.5722 -6.8102 25.4020 -0.137
H -3.9776 -6.1163 25.8420 0.074
H -5.4345 -6.3476 25.7200 0.003
O -6.5726 -5.7397 26.7241 -0.041
H -7.4778 -5.8305 26.5408 0.012
H -6.5652 -5.0326 27.4546 0.132
O -4.5712 -10.7768 29.6268 -0.018
H -4.4378 -9.9194 29.9142 -0.053
H -3.9922 -10.9461 28.8590 0.052
O -5.0416 -7.9587 30.1264 -0.125
H -4.1433 -7.5762 30.5264 0.133
H -5.4151 -7.0305 30.2343 0.072

=====

7.
16
Properties=species:S:1:pos:R:3:lowdin_charge:R:1 method="wB97M-V/def2-TZVPD" relative_energy_ev=1.982 charge=+1 smiles="C=CSCNC=[NH2+]" molar_mass_da=117.197 e_homo_ev=-12.81
C -2.4183 -1.5232 -0.4843 -0.036
C -1.3630 -1.9391 0.2080 -0.476
S 0.3850 -1.6908 -0.3279 0.869
C 0.8631 -0.4709 0.9369 -0.458
N 0.5060 0.8157 0.3965 0.006
C 1.3223 1.2464 -0.5630 -0.165
N 1.0737 2.2726 -1.3429 0.177
H -2.0240 -0.9824 -1.3699 0.063
H -3.4392 -1.7314 -0.2593 0.064
H -1.4337 -2.5525 1.1529 0.086
H 1.9669 -0.5211 1.1856 0.124
H 0.3411 -0.8030 1.7886 0.067
H -0.3556 1.2926 0.6993 0.188
H 2.1730 0.6397 -0.8435 0.160
H 1.9731 2.6718 -1.7528 0.175
H 0.3361 2.9867 -1.2557 0.154